*a*
The following is a quantum chemistry calculation of 2 unconnected molecules or ions with the total composition C11H15N, from the OMol25 dataset.

The value obtained for the HOMO energy is -7.83 eV. Its SMILES is Cc1c[nH]c2ccccc12.CC. The value obtained for the molecular weight is 161.25 g mol⁻¹.

```
! wB97M-V def2-TZVPD RIJCOSX def2/J DEFGRID3
* xyz 0 1
C -2.401 -0.458 -0.348
C 0.188 -0.747 -0.126
C -1.028 -0.729 -0.898
C 1.239 -1.151 -0.966
C -0.682 -1.207 -2.121
C 1.784 -0.343 1.593
C 2.788 -0.913 0.779
C 0.468 -0.316 1.177
C 2.542 -1.353 -0.502
N 0.680 -1.453 -2.181
H 2.070 -0.118 2.610
H 3.761 -1.016 1.238
H -0.252 -0.021 1.928
H 3.237 -2.017 -0.997
H -2.322 0.191 0.521
H -2.765 -1.457 -0.097
H -1.269 -1.306 -3.025
H 1.086 -2.045 -2.883
H -3.088 0.009 -1.048
C -1.990 4.160 1.594
C -1.991 2.637 1.453
H -2.599 4.447 2.449
H -0.990 4.598 1.673
H -2.402 4.622 0.697
H -1.635 2.070 2.309
H -3.018 2.390 1.200
H -1.365 2.291 0.621
*
```

Listed below, in e, are the Löwdin charges computed for each atom: -0.03, -0.14, -0.23, -0.22, -0.06, -0.10, -0.10, -0.03, -0.02, 0.07, 0.09, 0.09, 0.10, 0.11, 0.04, 0.09, 0.12, 0.15, 0.08, -0.17, -0.19, 0.06, 0.06, 0.06, 0.06, 0.06, 0.06


*b*
The following is a quantum chemistry calculation of 2 unconnected molecules or ions with the total composition C11H15N, from the OMol25 dataset.

The value obtained for the HOMO energy is -7.92 eV. Its SMILES is Cc1c[nH]c2ccccc12.CC. The value obtained for the molecular weight is 161.25 g mol⁻¹.

```
! wB97M-V def2-TZVPD RIJCOSX def2/J DEFGRID3
* xyz 0 1
C -0.853 0.145 4.418
C -0.863 0.136 1.714
C -1.049 -0.470 3.087
C -1.273 -0.811 0.683
C -1.488 -1.774 2.830
C -0.448 1.529 -0.165
C -0.936 0.628 -1.132
C -0.430 1.396 1.228
C -1.248 -0.573 -0.662
N -1.599 -1.967 1.418
H -0.134 2.460 -0.689
H -1.012 0.931 -2.250
H 0.045 2.198 1.865
H -1.509 -1.325 -1.428
H -1.697 -0.015 5.042
H -0.823 1.342 4.227
H -1.419 -2.604 3.395
H -2.315 -2.667 1.029
H -0.105 -0.331 5.106
C 1.942 -0.334 -3.989
C 2.883 0.735 -3.521
H 1.017 0.214 -3.983
H 2.212 -0.845 -4.948
H 1.768 -1.226 -3.429
H 2.640 1.751 -3.910
H 2.822 1.018 -2.446
H 3.871 0.460 -3.492
*
```

Listed below, in e, are the Löwdin charges computed for each atom: -0.08, -0.11, -0.21, -0.20, -0.04, -0.13, -0.13, -0.04, -0.09, 0.03, 0.10, 0.14, 0.12, 0.12, 0.04, 0.13, 0.07, 0.18, 0.09, -0.17, -0.18, 0.04, 0.08, 0.05, 0.08, 0.07, 0.02


What should be chosen as the most stable of them? Choose *a*.